# 1
Computed, not measured: a structure of composition C31H83Br3N13O7P3 in a non-equilibrium geometry, with ωB97M-V/def2-TZVPD.

Each line ends with the Löwdin charge.
CARTESIAN COORDINATES (ANGSTROEM)
C -10.45 -7.76 -21.57  -1.6834
Br -10.23 -8.45 -19.83  0.6364
Br -12.19 -6.99 -21.73  0.5686
Br -10.26 -9.11 -22.87  0.7031
H -9.76 -6.93 -21.77  -0.0606
O -13.03 -8.53 -14.53  -0.2776
P -13.00 -7.05 -14.43  0.5757
N -11.57 -6.60 -13.59  -0.2974
C -11.24 -5.17 -13.70  -0.1649
C -11.15 -7.25 -12.32  -0.0906
N -14.28 -6.25 -13.68  -0.3083
C -14.41 -4.84 -13.43  -0.1033
C -15.31 -7.01 -13.03  -0.1214
N -12.83 -6.23 -15.94  -0.3059
C -14.07 -6.43 -16.76  -0.0996
C -11.73 -6.79 -16.73  -0.1676
H -10.19 -5.14 -13.99  0.0698
H -11.39 -4.55 -12.79  0.0933
H -11.78 -4.74 -14.55  0.0427
H -10.09 -7.47 -12.44  0.0788
H -11.73 -8.16 -12.15  0.0760
H -11.33 -6.63 -11.45  0.0722
H -15.16 -4.44 -14.08  0.0724
H -14.76 -4.61 -12.37  0.1098
H -13.54 -4.32 -13.66  0.0272
H -15.65 -6.51 -12.11  0.0830
H -16.21 -7.10 -13.67  0.0909
H -14.98 -7.99 -12.84  0.0561
H -14.04 -5.77 -17.65  0.0812
H -14.16 -7.54 -16.97  0.0963
H -14.89 -6.11 -16.14  0.0549
H -10.87 -7.01 -16.05  0.0862
H -11.45 -6.14 -17.56  0.0502
H -12.05 -7.81 -17.14  0.0826
O -10.86 -0.40 -16.87  -0.2914
P -10.57 -1.51 -17.77  0.5020
N -9.48 -2.59 -17.02  -0.3011
C -9.44 -2.48 -15.55  -0.0836
C -8.92 -3.77 -17.59  -0.1278
N -9.84 -1.33 -19.30  -0.2884
C -10.53 -0.64 -20.41  -0.1245
C -8.40 -0.89 -19.18  -0.1015
N -12.02 -2.13 -18.23  -0.2742
C -13.00 -2.22 -17.15  -0.1217
C -11.94 -3.38 -19.06  -0.0747
H -9.99 -1.58 -15.29  0.0651
H -8.42 -2.42 -15.16  0.0872
H -10.04 -3.33 -15.17  0.0582
H -9.50 -4.62 -17.21  0.0758
H -7.91 -3.86 -17.15  0.0940
H -8.90 -3.72 -18.67  0.0596
H -9.92 -0.48 -21.33  0.0679
H -11.42 -1.27 -20.75  0.0792
H -10.95 0.31 -20.12  0.0765
H -7.72 -1.74 -19.26  0.0627
H -8.16 -0.16 -20.01  0.0911
H -8.22 -0.42 -18.20  0.0755
H -14.01 -1.94 -17.47  0.0854
H -12.91 -3.22 -16.66  0.0745
H -12.81 -1.43 -16.35  0.0895
H -12.38 -3.21 -20.04  0.0587
H -12.49 -4.22 -18.60  0.0602
H -10.89 -3.68 -19.06  0.0383
O -9.60 -10.89 -25.18  -0.3889
P -9.03 -10.26 -26.44  0.5650
N -9.57 -11.08 -27.82  -0.3140
C -9.73 -12.52 -27.65  -0.1086
C -9.74 -10.65 -29.17  -0.1373
N -7.37 -10.05 -26.32  -0.3058
C -6.78 -10.75 -25.18  -0.1088
C -6.45 -9.90 -27.48  -0.0627
N -9.62 -8.75 -26.82  -0.3043
C -11.10 -8.62 -26.96  -0.0994
C -9.01 -7.57 -26.23  -0.1239
H -9.72 -12.82 -26.65  0.0398
H -8.90 -13.08 -28.25  0.1111
H -10.67 -12.81 -28.14  0.0826
H -8.93 -10.96 -29.84  0.0835
H -9.80 -9.59 -29.14  0.0567
H -10.64 -11.07 -29.59  0.0832
H -6.11 -10.12 -24.60  0.0798
H -7.62 -11.05 -24.58  0.0495
H -6.20 -11.62 -25.50  0.0828
H -5.66 -9.31 -27.17  0.0570
H -6.23 -10.91 -27.82  0.0831
H -6.98 -9.40 -28.29  0.0779
H -11.58 -8.68 -25.96  0.0781
H -11.33 -7.68 -27.42  0.0645
H -11.65 -9.39 -27.60  0.1018
H -9.67 -7.27 -25.41  0.0544
H -8.91 -6.80 -26.97  0.0810
H -8.04 -7.86 -25.87  0.0669
C -11.77 -14.26 -21.16  -0.3725
O -11.85 -14.81 -20.07  0.0004
N -10.96 -13.21 -21.37  -0.2054
C -10.88 -12.67 -22.73  -0.0625
C -10.05 -12.74 -20.36  -0.0399
H -12.35 -14.56 -22.07  0.1409
H -9.87 -12.65 -23.14  0.0813
H -11.34 -11.68 -22.79  0.0313
H -11.42 -13.42 -23.28  0.0693
H -9.00 -12.93 -20.60  0.0954
H -10.13 -11.66 -20.25  0.0513
H -10.38 -13.24 -19.44  0.0924
C -14.66 -3.56 -22.61  -0.3577
O -14.45 -2.73 -21.77  0.0162
N -13.83 -3.89 -23.64  -0.1890
C -14.25 -4.88 -24.64  -0.0613
C -12.51 -3.29 -23.78  -0.0526
H -15.68 -4.03 -22.64  0.1425
H -15.28 -5.25 -24.37  0.0969
H -13.62 -5.74 -24.82  0.0699
H -14.43 -4.37 -25.58  0.0781
H -12.45 -2.47 -23.02  0.0902
H -11.76 -4.09 -23.61  0.0770
H -12.42 -2.90 -24.78  0.0815
C -16.03 -10.98 -20.22  -0.3365
O -17.19 -10.87 -19.74  -0.0466
N -15.04 -11.69 -19.71  -0.1843
C -13.68 -11.49 -20.15  -0.0372
C -15.23 -12.43 -18.43  -0.0109
H -15.80 -10.43 -21.15  0.1308
H -13.17 -10.98 -19.34  0.0931
H -13.74 -10.81 -20.97  0.0708
H -13.11 -12.37 -20.41  0.0623
H -14.72 -11.88 -17.63  0.0928
H -16.30 -12.46 -18.17  0.0833
H -14.87 -13.47 -18.58  0.0965
C -9.07 -4.22 -21.96  -0.3184
O -8.66 -5.25 -21.47  0.0020
N -8.89 -3.82 -23.25  -0.1943
C -9.23 -2.48 -23.65  -0.0642
C -8.58 -4.68 -24.32  -0.0651
H -9.45 -3.44 -21.25  0.1388
H -9.69 -1.91 -22.83  0.0582
H -10.02 -2.38 -24.42  0.0878
H -8.37 -1.92 -23.96  0.0886
H -7.68 -4.27 -24.81  0.1064
H -8.31 -5.65 -23.88  0.1004
H -9.38 -4.67 -25.05  0.0874

Summary:
electronic energy: -305193.18924 eV
2S+1: 1
max |F|: 3.58 eV/A
E_HOMO: -8.2877 eV

=====

# 2
Computed, not measured: a cluster of 2 separate species, C4H11I2N3P in total in a non-equilibrium geometry, with ωB97M-V/def2-TZVPD.

Each line ends with the Löwdin charge.
CARTESIAN COORDINATES (ANGSTROEM)
C 0.14 -0.53 -1.56  -0.1162
C -1.27 -0.80 -1.47  -0.3764
C -0.07 0.89 0.37  -0.5121
C 0.31 -0.22 1.30  -0.0333
N -0.99 1.77 0.42  -0.1802
N -1.46 -1.68 -0.66  -0.4615
N 0.68 0.75 -0.85  0.0879
P -1.70 2.34 1.89  0.8705
I 4.42 -1.13 0.45  0.3896
I -3.21 -2.54 0.00  0.7986
H 0.70 -1.44 -1.03  0.1649
H 0.44 -0.47 -2.63  0.1444
H -2.07 -0.13 -1.96  0.1564
H 0.69 0.21 2.28  0.1297
H 1.01 -0.95 0.86  0.0489
H -0.55 -0.83 1.52  0.0655
H 5.63 -1.63 -0.52  -0.3026
H 1.77 0.76 -0.69  0.1976
H 0.59 1.67 -1.35  0.1948
H -2.22 1.28 2.42  -0.1557
H -2.83 2.67 1.22  -0.1109

Summary:
energy relative to the best compared isomer or geometry (same formula, charge and spin): 1.411 eV
electronic energy: -34276.71579 eV
2S+1: 1
max |F|: 5.25 eV/A
E_HOMO: -12.5973 eV
total charge: +1

=====

# 3
Computed, not measured: a cluster of 10 separate species, C46H77F21O23 in total in a non-equilibrium geometry, with ωB97M-V/def2-TZVPD.

Each line ends with the Löwdin charge.
CARTESIAN COORDINATES (ANGSTROEM)
C 1.12 2.37 -0.66  -0.0422
C 1.95 2.18 -1.96  -0.2553
O 2.77 1.08 -1.99  0.0390
C 2.30 -0.10 -2.42  -0.3182
O 1.17 -0.25 -2.89  0.1359
C 3.30 -1.27 -2.46  -0.5479
F 4.59 -0.86 -2.41  0.1543
F 3.12 -2.03 -1.36  0.1473
F 3.09 -2.03 -3.50  0.2055
H 0.40 1.55 -0.62  0.0734
H 0.49 3.26 -0.75  0.0811
H 1.76 2.31 0.21  0.0771
H 2.60 3.02 -2.17  0.1259
H 1.25 2.33 -2.79  0.1240
C 17.40 -9.14 -0.13  -0.0706
C 17.14 -7.78 -0.72  -0.2350
O 15.83 -7.76 -1.28  0.0193
C 15.15 -6.58 -1.40  -0.3251
O 15.53 -5.51 -0.97  0.1548
C 13.93 -6.59 -2.28  -0.5368
F 14.02 -5.72 -3.30  0.1714
F 13.77 -7.81 -2.79  0.1768
F 12.87 -6.17 -1.53  0.1448
H 18.26 -9.20 0.53  0.0857
H 17.39 -9.96 -0.84  0.0798
H 16.48 -9.36 0.42  0.0802
H 17.90 -7.61 -1.48  0.1294
H 17.27 -7.02 0.05  0.1254
C 1.19 -4.18 3.13  -0.0801
C 1.47 -4.75 4.49  -0.2193
O 2.79 -5.25 4.56  0.0079
C 3.21 -6.39 3.94  -0.2842
O 2.42 -7.15 3.38  0.1246
C 4.71 -6.70 4.23  -0.6065
F 5.50 -6.51 3.18  0.1777
F 5.11 -5.82 5.12  0.1684
F 4.95 -7.89 4.71  0.2183
H 0.17 -3.84 2.98  0.0836
H 1.17 -4.96 2.37  0.0703
H 1.92 -3.47 2.73  0.0865
H 0.74 -5.49 4.82  0.1299
H 1.25 -3.90 5.14  0.1231
C -5.84 12.27 -7.55  -0.0590
C -6.57 11.02 -6.93  -0.1954
O -5.52 10.16 -6.56  -0.0085
C -5.70 8.81 -6.44  -0.3043
O -6.80 8.28 -6.38  0.1423
C -4.42 7.97 -6.28  -0.5447
F -4.29 7.59 -4.99  0.1617
F -4.35 6.88 -7.03  0.1859
F -3.35 8.72 -6.59  0.1501
H -5.18 12.85 -6.91  0.0724
H -6.62 12.93 -7.93  0.0708
H -5.20 12.10 -8.41  0.0733
H -7.15 10.53 -7.71  0.1265
H -7.18 11.33 -6.09  0.1287
C 0.05 13.17 -1.14  -0.0601
C 0.11 11.91 -1.95  -0.2310
O 1.40 11.51 -2.46  0.0116
C 2.27 10.71 -1.78  -0.2764
O 2.10 10.30 -0.61  0.1120
C 3.57 10.38 -2.58  -0.5855
F 4.65 10.93 -2.09  0.1862
F 3.79 9.05 -2.58  0.1634
F 3.46 10.85 -3.80  0.1865
H 0.38 13.97 -1.80  0.0810
H 0.64 13.12 -0.23  0.0852
H -1.01 13.31 -0.96  0.0845
H -0.70 11.83 -2.67  0.1273
H -0.21 11.08 -1.32  0.1153
C 6.19 2.34 3.98  -0.0631
C 7.06 3.60 3.77  -0.2393
O 6.44 4.67 4.41  0.0096
C 6.95 5.94 4.21  -0.2690
O 7.82 6.22 3.38  0.1340
C 6.24 7.07 5.04  -0.6306
F 5.82 8.08 4.34  0.2100
F 5.24 6.58 5.71  0.1968
F 7.09 7.55 5.94  0.1760
H 6.27 1.93 4.98  0.0680
H 6.44 1.48 3.37  0.0773
H 5.13 2.59 3.95  0.0765
H 7.12 3.68 2.69  0.1233
H 8.08 3.41 4.12  0.1306
C -3.11 9.17 4.84  -0.0677
C -3.70 10.34 4.07  -0.1983
O -5.11 10.19 3.93  0.0421
C -5.60 9.42 2.97  -0.4125
O -4.99 8.68 2.28  0.1880
C -7.11 9.55 2.73  -0.4798
F -7.72 10.56 3.43  0.1311
F -7.31 9.83 1.41  0.1394
F -7.70 8.38 3.00  0.1707
H -3.36 9.02 5.89  0.0803
H -2.02 9.15 4.87  0.0812
H -3.40 8.28 4.27  0.0722
H -3.26 10.39 3.08  0.1286
H -3.41 11.20 4.67  0.1248
C -1.86 -10.53 -2.63  -0.0726
O -1.14 -10.34 -3.87  -0.2123
C 0.25 -10.41 -3.77  -0.2146
C 0.83 -10.50 -5.21  -0.1697
O 0.65 -11.69 -5.95  -0.1241
C -0.65 -12.20 -6.10  -0.2018
C -0.60 -13.33 -7.13  -0.1900
O -1.80 -14.09 -7.33  -0.1987
C -1.85 -14.83 -8.58  -0.0969
H -1.62 -11.53 -2.27  0.0828
H -2.92 -10.36 -2.80  0.0892
H -1.52 -9.88 -1.82  0.0799
H 0.59 -11.29 -3.22  0.1245
H 0.61 -9.51 -3.27  0.1231
H 1.89 -10.26 -5.18  0.1210
H 0.48 -9.65 -5.81  0.1211
H -1.36 -11.44 -6.44  0.1307
H -1.05 -12.66 -5.19  0.1255
H 0.10 -14.06 -6.74  0.1235
H -0.27 -13.00 -8.12  0.1191
H -1.02 -15.53 -8.70  0.0797
H -1.83 -14.17 -9.45  0.0786
H -2.76 -15.42 -8.64  0.0819
C -3.37 0.47 8.47  -0.0982
O -2.76 0.37 9.74  -0.1816
C -3.50 0.56 10.89  -0.2359
C -4.87 -0.08 11.04  -0.1713
O -4.68 -1.51 10.83  -0.1332
C -5.85 -2.33 11.09  -0.1666
C -6.31 -2.43 12.58  -0.1846
O -7.08 -1.33 13.08  -0.1845
C -8.27 -1.24 12.35  -0.1251
H -3.90 -0.46 8.27  0.0851
H -2.62 0.64 7.69  0.0854
H -4.05 1.32 8.42  0.0851
H -3.50 1.64 11.07  0.1240
H -2.83 0.20 11.67  0.1300
H -5.61 0.36 10.37  0.1198
H -5.18 0.21 12.04  0.1212
H -5.52 -3.34 10.82  0.1216
H -6.69 -2.09 10.43  0.1085
H -5.44 -2.58 13.21  0.1308
H -6.91 -3.34 12.55  0.1111
H -8.97 -0.53 12.80  0.0940
H -8.68 -2.24 12.19  0.0917
H -8.04 -0.82 11.37  0.0727
C -6.52 1.16 -2.72  -0.0542
O -5.67 0.08 -3.24  -0.2256
C -6.28 -0.78 -4.23  -0.2123
C -5.24 -1.64 -4.90  -0.1751
O -5.63 -2.90 -5.47  -0.1369
C -4.57 -3.68 -5.99  -0.1772
C -4.58 -3.47 -7.57  -0.1886
O -4.27 -2.16 -8.05  -0.1875
C -2.87 -1.74 -7.96  -0.0832
H -7.43 0.61 -2.53  0.0854
H -6.40 1.92 -3.50  0.0893
H -6.03 1.51 -1.81  0.0822
H -6.93 -0.28 -4.95  0.1222
H -7.02 -1.38 -3.71  0.1177
H -4.49 -1.84 -4.14  0.1267
H -4.79 -1.00 -5.66  0.1179
H -4.90 -4.71 -5.82  0.1201
H -3.57 -3.52 -5.60  0.1169
H -5.59 -3.78 -7.83  0.1129
H -4.08 -4.28 -8.10  0.1109
H -2.74 -0.95 -8.70  0.0844
H -2.07 -2.43 -8.21  0.0799
H -2.68 -1.45 -6.93  0.0742

Summary:
energy relative to the best compared isomer or geometry (same formula, charge and spin): 6.497 eV
electronic energy: -153101.26167 eV
2S+1: 1
max |F|: 4.61 eV/A
E_HOMO: -9.1595 eV
SMILES: CCOC(=O)C(F)(F)F.CCOC(=O)C(F)(F)F.CCOC(=O)C(F)(F)F.CCOC(=O)C(F)(F)F.CCOC(=O)C(F)(F)F.CCOC(=O)C(F)(F)F.CCOC(=O)C(F)(F)F.COCCOCCOC.COCCOCCOC.COCCOCCOC

=====

# 4
Computed, not measured: an isolated molecule of C25H33N3O7S in a non-equilibrium geometry, with ωB97M-V/def2-TZVPD.

Each line ends with the Löwdin charge.
CARTESIAN COORDINATES (ANGSTROEM)
C 6.09 1.13 -2.93  -0.0538
C 6.40 1.33 -1.45  -0.2317
O 5.47 0.68 -0.60  -0.0890
C 5.53 -0.67 -0.39  -0.1894
C 6.55 -1.48 -0.90  -0.0188
C 6.59 -2.83 -0.62  -0.0681
C 5.62 -3.42 0.17  -0.0757
C 4.61 -2.62 0.68  -0.0099
C 4.54 -1.26 0.41  -0.0421
C 3.39 -0.55 1.05  -0.4007
O 2.72 -1.09 1.92  0.0272
N 3.10 0.68 0.60  0.1487
C 2.14 1.56 1.23  -0.1866
C 0.70 1.27 0.75  -0.3960
O -0.02 2.11 0.26  0.0831
N 0.36 -0.02 0.99  0.1455
C -0.85 -0.64 0.69  -0.1994
C -1.16 -1.83 1.34  0.0085
C -2.36 -2.47 1.11  -0.0015
C -3.29 -1.94 0.21  -0.2783
O -4.52 -2.45 -0.02  -0.1105
C -4.86 -3.70 0.54  -0.0632
C -2.94 -0.78 -0.47  -0.1740
S -4.02 -0.04 -1.71  0.6876
O -4.82 -1.05 -2.34  -0.2617
O -3.20 0.79 -2.55  -0.2798
N -5.06 0.99 -0.92  -0.2279
C -6.09 0.41 -0.08  -0.1560
C -5.68 0.42 1.39  -0.1784
O -5.29 1.71 1.81  -0.1257
C -4.19 2.19 1.04  -0.1746
C -4.55 2.25 -0.44  -0.1532
C -1.75 -0.13 -0.24  0.0035
C 2.53 3.03 1.03  -0.3617
C 3.82 3.34 1.79  -0.0579
C 2.67 3.41 -0.44  -0.0490
H 5.08 1.49 -3.15  0.0797
H 6.80 1.69 -3.53  0.0811
H 6.14 0.08 -3.20  0.0711
H 7.42 1.02 -1.21  0.1187
H 6.30 2.39 -1.19  0.1237
H 7.33 -1.05 -1.51  0.1043
H 7.39 -3.43 -1.03  0.1082
H 5.65 -4.47 0.39  0.1041
H 3.84 -3.05 1.31  0.1187
H 3.66 1.07 -0.14  0.1113
H 2.15 1.33 2.31  0.1637
H 1.05 -0.58 1.51  0.1035
H -0.46 -2.26 2.04  0.1208
H -2.58 -3.39 1.63  0.1071
H -5.85 -3.94 0.14  0.0987
H -4.15 -4.48 0.24  0.1002
H -4.91 -3.65 1.63  0.0974
H -6.25 -0.61 -0.44  0.1111
H -7.00 0.99 -0.21  0.1337
H -6.52 0.14 2.03  0.1296
H -4.85 -0.28 1.56  0.1165
H -3.97 3.18 1.43  0.1298
H -3.32 1.53 1.19  0.1168
H -3.68 2.50 -1.05  0.1175
H -5.33 3.01 -0.60  0.1336
H -1.53 0.76 -0.80  0.1092
H 1.71 3.63 1.45  0.1430
H 4.64 2.73 1.42  0.0710
H 3.70 3.15 2.85  0.0809
H 4.09 4.39 1.66  0.0794
H 1.77 3.13 -0.99  0.0772
H 3.53 2.93 -0.91  0.0636
H 2.80 4.49 -0.53  0.0854

Summary:
energy relative to the best compared isomer or geometry (same formula, charge and spin): 0.042 eV
electronic energy: -56098.84145 eV
2S+1: 1
max |F|: 1.06 eV/A
E_HOMO: -8.1034 eV
SMILES: CCOc1ccccc1C(=O)N[C@H](C(=O)Nc1ccc(OC)c(S(=O)(=O)N2CCOCC2)c1)C(C)C